# 1
Formula: C11H19F13LiO9P2
Source: the OMol25 dataset
Level of theory: ωB97M-V/def2-TZVPD

Structure (XYZ):
```
55
C11H19F13LiO9P2, DFT ωB97M-V/def2-TZVPD
Li 1.18 -0.73 0.11
P 2.88 -0.58 -4.89
F 3.22 0.99 -4.47
F 4.25 -0.95 -5.55
F 3.38 -1.00 -3.38
F 2.56 -2.11 -5.25
F 1.34 -0.29 -4.43
F 2.61 -0.17 -6.41
P 4.39 -2.74 5.07
F 4.34 -4.11 4.24
F 5.23 -3.51 6.30
F 5.79 -2.46 4.32
F 4.57 -1.44 6.09
F 3.71 -1.92 3.92
F 2.91 -3.18 5.62
C -4.28 -5.22 0.21
C -3.77 -5.17 -1.26
O -2.72 -6.10 -1.50
C -1.44 -5.77 -1.10
O -1.04 -4.67 -0.62
O -0.65 -6.88 -1.38
C 0.77 -6.71 -1.34
H -5.12 -4.53 0.18
H -3.48 -4.78 0.81
H -4.66 -6.17 0.58
H -3.48 -4.17 -1.60
H -4.54 -5.49 -1.95
H 1.13 -5.97 -0.63
H 1.06 -6.57 -2.38
H 1.35 -7.55 -0.94
C -4.75 2.40 -1.81
C -3.75 3.33 -1.12
O -4.16 3.41 0.27
C -3.86 2.34 1.11
O -3.12 1.40 0.78
O -4.22 2.62 2.34
C -3.85 1.77 3.41
H -5.76 2.82 -1.75
H -4.67 1.43 -1.33
H -4.46 2.25 -2.85
H -3.78 4.30 -1.61
H -2.76 2.90 -1.29
H -4.29 0.80 3.19
H -4.36 2.14 4.30
H -2.77 1.90 3.55
C 3.37 8.18 0.50
C 4.78 7.83 0.24
O 4.65 6.49 0.68
C 3.45 5.99 0.53
O 3.12 4.81 0.60
O 2.70 6.97 0.38
F 5.61 8.42 1.02
H 2.98 8.89 -0.23
H 3.29 8.62 1.50
H 5.12 7.94 -0.79
```

As for the calculated total energy: -3096.6423 hartree. The gap between HOMO and LUMO comes out at 7.85 eV. The total charge is -1.

# 2
Formula: C30H23LuN6
Source: the OMol25 dataset
Level of theory: ωB97M-V/def2-TZVPD

Structure (XYZ):
```
60
C30H23LuN6, DFT ωB97M-V/def2-TZVPD
Lu 10.88 11.12 6.28
C 14.37 12.14 3.21
C 13.12 12.08 3.88
N 12.91 11.17 4.83
C 13.87 10.19 5.05
C 15.09 10.19 4.41
C 15.32 11.21 3.41
C 16.03 9.13 4.58
C 15.76 8.13 5.47
C 14.54 8.15 6.25
C 14.23 7.19 7.25
C 13.02 7.23 7.84
C 12.14 8.28 7.57
N 12.38 9.25 6.73
C 13.57 9.15 6.00
H 14.59 12.94 2.54
H 12.32 12.79 3.63
H 16.24 11.24 2.85
H 16.96 9.04 3.99
H 16.41 7.29 5.53
H 14.97 6.41 7.48
H 12.70 6.49 8.60
H 11.23 8.37 8.20
C 10.78 13.05 9.03
N 10.27 12.79 7.73
C 10.08 13.77 6.92
C 9.75 13.62 5.58
C 9.45 14.61 4.62
C 9.06 13.93 3.44
C 9.21 12.57 3.69
N 9.65 12.36 4.96
C 12.14 12.35 9.12
C 12.60 11.76 10.30
C 13.92 11.29 10.36
C 14.78 11.39 9.28
C 14.33 12.02 8.10
C 12.99 12.46 8.00
H 10.06 12.60 9.74
H 10.95 14.09 9.27
H 10.22 14.76 7.29
H 9.57 15.71 4.76
H 8.72 14.30 2.51
H 8.95 11.66 3.16
H 11.97 11.64 11.20
H 14.27 10.77 11.27
H 15.82 11.06 9.33
H 14.93 12.08 7.23
H 12.69 12.97 7.10
N 5.52 9.45 9.68
C 6.29 9.18 8.86
C 7.28 8.78 7.87
C 7.11 7.62 7.08
C 8.05 7.40 6.08
C 9.07 8.34 5.86
N 9.19 9.47 6.53
C 8.33 9.67 7.55
H 6.36 6.90 7.31
H 7.87 6.60 5.42
H 9.75 8.15 5.03
H 8.31 10.61 8.06
```

As for the calculated total energy: -2720.6921 hartree. The gap between HOMO and LUMO comes out at 7.43 eV. The total charge is +2.

# 3
Formula: CH3BBr2O2
Source: the OMol25 dataset
Level of theory: ωB97M-V/def2-TZVPD

Structure (XYZ):
```
9
CH3BBr2O2, DFT ωB97M-V/def2-TZVPD
O 0.16 -0.12 1.55
B 0.30 0.02 0.18
O -0.69 0.00 -0.72
C 1.82 -0.07 -0.45
Br 2.94 1.53 -0.26
Br 2.64 -1.71 0.17
H -0.75 -0.14 2.08
H -1.50 0.25 -0.13
H 1.87 -0.24 -1.53
```

As for the calculated total energy: -5363.3502 hartree. The gap between HOMO and LUMO comes out at 9.93 eV. Its SMILES is OB(O)C(Br)Br.

# 4
Formula: C36H57N2O3S2W
Source: the OMol25 dataset
Level of theory: ωB97M-V/def2-TZVPD

Structure (XYZ):
```
101
C36H57N2O3S2W, DFT ωB97M-V/def2-TZVPD
W -1.78 -0.36 -0.54
C -4.14 1.42 -2.04
N -4.02 0.15 -1.32
C -5.31 -0.28 -0.78
C -3.27 -0.89 -2.00
C -0.81 0.45 -2.29
N 0.13 -0.24 -1.45
C 0.67 -1.51 -2.00
C 0.97 -2.51 -0.92
C 2.21 -3.13 -0.83
C 2.42 -4.13 0.10
C 1.32 -4.55 0.85
C 0.05 -3.98 0.77
C -0.08 -2.87 -0.08
O -1.21 -2.11 -0.11
C -1.14 -4.59 1.51
C -0.76 -5.92 2.18
C -1.64 -3.64 2.60
C -2.27 -4.89 0.51
C 3.78 -4.80 0.31
C 4.25 -4.49 1.74
C 4.83 -4.28 -0.67
C 3.65 -6.32 0.13
C 1.17 0.55 -0.72
C 0.85 2.01 -0.61
C 1.78 2.94 -1.04
C 1.53 4.30 -0.94
C 0.35 4.68 -0.31
C -0.61 3.79 0.14
C -0.39 2.41 -0.10
O -1.33 1.49 0.15
C -1.84 4.27 0.91
C -1.83 5.79 1.11
C -1.83 3.62 2.31
C -3.15 3.90 0.18
C 2.47 5.33 -1.59
C 2.03 5.47 -3.06
C 3.93 4.86 -1.54
C 2.37 6.70 -0.91
H -4.77 1.29 -2.93
H -3.17 1.80 -2.33
H -4.62 2.15 -1.39
H -6.03 -0.40 -1.60
H -5.69 0.46 -0.08
H -5.21 -1.23 -0.25
H -3.20 -0.71 -3.07
H -3.72 -1.87 -1.84
H -0.60 1.52 -2.36
H -0.90 0.02 -3.28
H 1.56 -1.30 -2.59
H -0.10 -1.93 -2.66
H 2.99 -2.82 -1.51
H 1.46 -5.37 1.54
H -0.03 -5.77 2.98
H -0.36 -6.63 1.46
H -1.65 -6.36 2.63
H -0.88 -3.48 3.37
H -2.54 -4.05 3.08
H -1.91 -2.67 2.18
H -1.89 -5.49 -0.32
H -2.70 -3.97 0.10
H -3.07 -5.44 1.00
H 4.39 -3.41 1.87
H 5.21 -4.98 1.93
H 3.53 -4.83 2.48
H 4.98 -3.20 -0.58
H 4.55 -4.52 -1.70
H 5.78 -4.76 -0.47
H 3.01 -6.77 0.89
H 4.64 -6.78 0.21
H 3.24 -6.55 -0.85
H 2.12 0.44 -1.24
H 1.28 0.10 0.27
H 2.72 2.58 -1.46
H 0.18 5.73 -0.15
H -0.93 6.11 1.63
H -2.69 6.08 1.71
H -1.89 6.31 0.15
H -0.96 3.95 2.87
H -1.81 2.53 2.24
H -2.73 3.90 2.86
H -3.13 4.27 -0.85
H -4.00 4.37 0.70
H -3.30 2.83 0.18
H 2.13 4.52 -3.59
H 2.66 6.21 -3.56
H 1.00 5.80 -3.12
H 4.11 4.00 -2.19
H 4.22 4.60 -0.52
H 4.58 5.67 -1.89
H 1.39 7.15 -1.06
H 3.11 7.37 -1.34
H 2.55 6.61 0.16
C 0.34 -0.22 2.91
O -0.82 -0.41 2.09
C -2.04 -0.24 2.64
S -2.33 0.14 4.20
S -3.30 -0.44 1.48
H 1.15 -0.77 2.43
H 0.17 -0.61 3.91
H 0.58 0.84 2.97
```

As for the calculated total energy: -2604.4695 hartree. The gap between HOMO and LUMO (alpha / beta) comes out at 5.97 / 5.98 eV. The total charge is +1.

# 5
Formula: C8H8As2N5O6S8Tc
Source: the OMol25 dataset
Level of theory: ωB97M-V/def2-TZVPD

Structure (XYZ):
```
38
C8H8As2N5O6S8Tc, DFT ωB97M-V/def2-TZVPD
Tc 0.43 -0.21 -0.25
S 1.87 -4.68 0.20
C 1.28 -3.18 -0.02
S -0.20 -2.57 0.60
S 2.03 -1.90 -0.90
O 1.34 3.70 -1.56
As -0.18 2.92 -1.50
O -1.31 4.05 -1.28
O -0.25 1.83 -0.15
C -0.57 1.70 -2.98
C -1.83 1.76 -3.55
C -2.19 0.86 -4.54
C -1.29 -0.12 -4.96
C -0.03 -0.20 -4.38
C 0.32 0.70 -3.39
S 1.99 0.73 -2.78
O 2.63 -0.48 -3.20
O 2.57 1.97 -3.23
O 1.82 0.79 -1.27
H 2.00 3.20 -2.08
H -2.51 2.54 -3.22
H -3.17 0.91 -4.99
H -1.57 -0.81 -5.75
H 0.69 -0.95 -4.68
S -3.04 0.26 3.67
As -4.84 0.34 2.72
S -2.56 1.57 0.30
S -1.86 -0.31 0.03
S -4.57 1.04 0.63
N 0.53 1.83 4.57
N 0.83 0.96 3.58
N 1.71 -0.01 3.72
C 1.72 -0.57 2.53
N 0.86 0.07 1.71
N 0.30 1.04 2.40
H 0.67 1.41 5.48
H -0.38 2.25 4.43
H 2.30 -1.43 2.27
```

As for the calculated total energy: -8772.6589 hartree. The gap between HOMO and LUMO (alpha / beta) comes out at 5.42 / 5.42 eV.

# 6
Formula: C4H5O2P
Source: the OMol25 dataset
Level of theory: ωB97M-V/def2-TZVPD

Structure (XYZ):
```
12
C4H5O2P, DFT ωB97M-V/def2-TZVPD
C -0.74 1.14 1.16
C 0.08 0.26 0.60
C -1.16 1.54 -0.26
C -0.33 0.39 -0.91
O -1.81 2.44 -0.65
O 1.26 -1.13 1.36
P 1.47 -2.35 0.50
H -0.98 1.63 2.15
H 0.31 0.93 -1.62
H -0.70 -0.58 -1.20
H 2.26 -1.88 -0.70
H 0.34 -2.38 -0.44
```

As for the calculated total energy: -647.0574 hartree. The gap between HOMO and LUMO (alpha / beta) comes out at 8.04 / 8.04 eV.

# 7
Formula: C21H17ClN2O5S
Source: the OMol25 dataset
Level of theory: ωB97M-V/def2-TZVPD

Structure (XYZ):
```
47
C21H17ClN2O5S, DFT ωB97M-V/def2-TZVPD
O 0.55 3.48 0.32
C -0.18 2.82 -0.39
N -0.25 1.45 -0.36
C 0.46 0.56 0.43
C 1.38 0.96 1.41
C 2.06 0.02 2.15
C 1.86 -1.34 1.94
C 0.95 -1.73 0.98
S 0.64 -3.45 0.59
O -0.76 -3.59 0.29
O 1.60 -3.89 -0.37
N 0.85 -4.26 2.04
C 2.01 -4.70 2.65
C 3.25 -4.56 2.02
C 4.40 -4.99 2.66
C 4.33 -5.55 3.92
Cl 5.77 -6.09 4.71
C 3.10 -5.70 4.55
C 1.95 -5.28 3.92
C 0.26 -0.81 0.23
C -1.08 3.44 -1.40
C -0.69 4.68 -1.93
C -1.47 5.32 -2.86
C -2.66 4.76 -3.29
C -3.06 3.51 -2.78
C -2.27 2.87 -1.84
O -4.21 2.89 -3.19
C -4.74 3.44 -4.38
C -4.75 4.96 -4.30
O -3.43 5.45 -4.18
H -0.86 1.01 -1.04
H 1.54 2.02 1.57
H 2.77 0.35 2.90
H 2.41 -2.07 2.51
H -0.02 -4.43 2.52
H 3.30 -4.14 1.03
H 5.36 -4.88 2.17
H 3.05 -6.15 5.53
H 1.00 -5.39 4.41
H -0.45 -1.17 -0.50
H 0.24 5.12 -1.58
H -1.18 6.28 -3.27
H -2.64 1.94 -1.44
H -5.75 3.04 -4.47
H -4.14 3.12 -5.24
H -5.16 5.40 -5.21
H -5.34 5.28 -3.43
```

As for the calculated total energy: -2154.5486 hartree. The gap between HOMO and LUMO comes out at 8.94 eV. Its SMILES is O=C(Nc1cccc(S(=O)(=O)Nc2ccc(Cl)cc2)c1)c1ccc2c(c1)OCCO2.

# 8
Formula: C5H11N6O2
Source: the OMol25 dataset
Level of theory: ωB97M-V/def2-TZVPD

Structure (XYZ):
```
24
C5H11N6O2, DFT ωB97M-V/def2-TZVPD
C 2.37 0.66 0.97
C -1.93 0.27 0.23
C 1.53 -0.18 -1.02
C 0.18 0.56 0.06
C -1.43 2.70 -0.63
N 2.49 -0.34 -0.17
N 1.09 1.18 0.91
N -0.69 -0.55 0.28
N -1.16 1.44 -0.01
N 1.49 -0.73 -2.20
N -1.37 -2.94 1.10
O 3.25 0.88 1.72
O -3.07 0.06 0.50
H -1.95 3.43 0.19
H -0.39 3.13 -0.78
H -2.05 2.59 -1.51
H 3.18 -1.04 -0.14
H 0.69 1.80 1.60
H -0.65 -1.59 0.71
H 0.71 -0.66 -2.81
H 2.31 -1.24 -2.70
H -1.03 -3.77 0.66
H -2.33 -2.66 0.96
H -1.21 -2.97 2.08
```

As for the calculated total energy: -675.8515 hartree. The gap between HOMO and LUMO comes out at 9.63 eV. The total charge is +1.

# 9
Formula: C36H34BrN5O4V
Source: the OMol25 dataset
Level of theory: ωB97M-V/def2-TZVPD

Structure (XYZ):
```
81
C36H34BrN5O4V, DFT ωB97M-V/def2-TZVPD
V -0.50 0.06 0.53
C -5.15 -4.67 0.12
C -4.49 -4.42 1.45
C -5.21 -4.53 2.63
C -4.64 -4.25 3.86
C -3.31 -3.85 3.92
C -2.57 -3.74 2.75
C -3.15 -4.01 1.52
N -2.39 -3.88 0.34
C -1.44 -2.81 0.34
N -0.19 -3.24 0.53
C 1.06 -2.58 0.33
C 1.11 -1.20 0.11
C 2.40 -0.70 -0.13
C 3.54 -1.48 -0.11
C 3.43 -2.84 0.16
C 2.19 -3.42 0.37
C 2.09 -4.89 0.65
N -1.78 -1.57 0.19
C -3.13 -1.32 -0.23
C -4.15 -1.14 0.71
C -5.43 -0.83 0.30
C -5.70 -0.68 -1.06
C -4.69 -0.87 -1.98
C -3.39 -1.19 -1.59
C -2.31 -1.38 -2.61
H -6.17 -5.01 0.25
H -4.62 -5.43 -0.45
H -5.18 -3.76 -0.48
H -6.25 -4.84 2.58
H -5.22 -4.34 4.77
H -2.85 -3.64 4.87
H -1.53 -3.43 2.80
H -2.99 -3.84 -0.48
H -0.14 -4.25 0.63
H 2.50 0.37 -0.31
H 4.51 -1.04 -0.28
H 4.32 -3.46 0.20
H 3.08 -5.34 0.67
H 1.52 -5.41 -0.12
H 1.62 -5.10 1.61
H -3.93 -1.28 1.76
H -6.21 -0.70 1.03
H -6.69 -0.43 -1.39
H -4.90 -0.75 -3.04
H -2.59 -0.94 -3.56
H -2.11 -2.44 -2.78
H -1.36 -0.94 -2.28
O 5.70 -1.25 3.56
C 4.96 -0.61 4.57
N 3.58 -0.67 4.13
C 2.59 -0.26 4.95
O 2.80 0.11 6.09
C 1.19 -0.32 4.40
C 0.13 -0.46 5.28
C -1.16 -0.52 4.76
C -1.33 -0.42 3.39
N -0.31 -0.27 2.54
C 0.92 -0.20 3.05
H 6.63 -1.20 3.78
H 5.27 0.43 4.70
H 5.05 -1.13 5.54
H 3.42 -1.02 3.20
H 0.32 -0.51 6.35
H -2.02 -0.63 5.40
H -2.31 -0.47 2.95
H 1.70 -0.04 2.31
Br -2.47 2.22 -0.25
C -2.13 2.57 1.60
C -3.23 2.55 2.44
C -3.06 2.82 3.79
C -1.79 3.13 4.27
C -0.71 3.16 3.41
C -0.85 2.87 2.05
C 0.42 2.85 1.20
O 1.16 3.82 1.22
O 0.57 1.79 0.52
H -4.21 2.34 2.04
H -3.91 2.81 4.45
H -1.65 3.35 5.32
H 0.28 3.42 3.76
```

As for the calculated total energy: -5485.1015 hartree. The gap between HOMO and LUMO (alpha / beta) comes out at 6.95 / 8.22 eV. As for the spin multiplicity: 4.